(1)
Here is C26H48OP2Y as an isolated structure from the OMol25 dataset. Energies are from ωB97M-V/def2-TZVPD.

Positions of all 78 atoms, in Å:
Y: 1.176 -0.671 1.110
C: -1.019 -0.840 2.545
C: -0.806 -2.100 1.886
C: 0.949 -1.741 3.345
C: 0.046 -0.647 3.482
C: 0.424 -2.655 2.372
C: -2.344 -0.165 2.643
H: -2.646 0.226 1.667
H: -2.316 0.684 3.339
H: -3.140 -0.867 2.964
C: 0.007 0.272 4.651
H: -0.997 0.669 4.832
H: 0.662 1.140 4.525
H: 0.303 -0.237 5.579
C: 2.148 -1.936 4.205
H: 1.895 -1.790 5.267
H: 2.958 -1.226 3.961
H: 2.540 -2.953 4.084
C: 0.949 -4.027 2.124
H: 1.095 -4.570 3.070
H: 1.911 -4.043 1.593
H: 0.253 -4.617 1.524
C: -1.861 -2.841 1.146
H: -1.863 -3.905 1.423
H: -1.726 -2.784 0.059
H: -2.854 -2.434 1.378
C: -2.507 2.481 -0.520
C: -3.262 1.398 -0.228
C: -3.429 0.160 -1.060
C: -3.143 0.292 -2.584
C: -1.675 -0.008 -2.950
C: -0.760 -0.264 -1.683
C: -0.551 0.817 -0.543
C: -1.056 2.226 -0.875
H: -4.477 -0.180 -0.940
H: -3.505 1.239 -3.031
H: -2.776 -0.617 -0.622
H: -0.859 2.381 -1.945
H: -2.807 3.532 -0.361
H: -3.957 1.463 0.620
H: -0.385 2.969 -0.386
H: -1.052 0.461 0.383
H: -1.065 -1.232 -1.210
H: 0.529 0.983 -0.276
H: -3.762 -0.483 -3.084
H: -1.718 -0.998 -3.461
P: -0.746 0.973 -4.150
C: -0.884 2.800 -4.021
C: -1.440 0.536 -5.769
P: 0.988 -0.703 -2.333
C: 0.957 0.593 -3.652
C: 0.892 -2.149 -3.457
C: 2.704 -0.657 -1.718
H: 0.055 3.202 -3.610
H: -1.752 3.170 -3.449
H: -0.974 3.177 -5.062
H: -1.110 1.302 -6.495
H: -2.538 0.570 -5.735
H: -1.137 -0.445 -6.167
H: 3.321 -0.375 -2.591
H: 3.033 -1.660 -1.396
H: 2.901 0.088 -0.920
H: 1.408 1.502 -3.230
H: 1.530 0.314 -4.548
H: 1.458 -2.985 -3.008
H: 1.371 -1.880 -4.416
H: -0.140 -2.473 -3.659
C: 2.493 2.746 3.382
C: 3.026 2.001 2.185
C: 4.423 1.441 2.361
O: 2.156 0.939 1.809
H: 2.487 2.099 4.269
H: 1.472 3.102 3.205
H: 3.141 3.611 3.580
H: 3.039 2.725 1.358
H: 4.428 0.684 3.160
H: 4.762 0.969 1.432
H: 5.146 2.222 2.628

## Properties
charge = +1
HOMO = -6.708 eV
multiplicity = 1
frontier orbital gap = 4.43 eV



(2)
Here is C17H26MoN2O3Si as an isolated structure from the OMol25 dataset. Energies are from ωB97M-V/def2-TZVPD.

Positions of all 50 atoms, in Å:
Mo: 0.324 -0.292 0.872
N: 1.026 1.395 -0.322
C: 0.133 2.544 -0.304
C: 0.332 3.687 -1.025
C: -0.585 4.752 -0.915
C: -1.672 4.651 -0.093
C: -1.895 3.473 0.657
C: -3.001 3.284 1.514
C: -3.147 2.101 2.195
C: -2.191 1.102 2.033
N: -1.128 1.233 1.235
C: -0.973 2.418 0.545
H: 1.951 1.630 0.058
H: 1.240 1.103 -1.275
H: 1.191 3.782 -1.679
H: -0.416 5.651 -1.490
H: -2.379 5.467 -0.008
H: -3.729 4.078 1.627
H: -3.981 1.928 2.859
H: -2.279 0.167 2.571
C: 5.165 -0.975 0.827
C: 4.207 -0.823 -0.354
C: 4.802 -1.353 -1.651
O: 3.784 0.540 -0.502
C: 2.951 -1.607 -0.024
O: 2.655 -2.713 -0.296
O: 2.053 -0.854 0.791
H: 6.076 -0.414 0.615
H: 5.441 -2.019 0.971
H: 4.719 -0.589 1.743
H: 5.723 -0.812 -1.873
H: 4.107 -1.221 -2.480
H: 5.043 -2.410 -1.560
H: 4.571 1.060 -0.705
C: -3.827 -1.579 0.697
Si: -2.502 -2.422 -0.312
C: -2.438 -4.256 -0.030
C: -2.522 -1.924 -2.104
C: -0.780 -1.774 0.359
H: -4.779 -2.081 0.510
H: -3.962 -0.531 0.423
H: -3.648 -1.652 1.772
H: -3.363 -4.712 -0.390
H: -2.342 -4.513 1.027
H: -1.613 -4.723 -0.571
H: -3.443 -2.274 -2.575
H: -1.691 -2.366 -2.657
H: -2.485 -0.840 -2.232
H: 0.035 -2.449 0.008
H: -0.760 -1.868 1.521

## Properties
charge = +2
HOMO (spin up / spin down) = -15.673 / -15.670 eV
multiplicity = 1
frontier orbital gap (spin up / spin down) = 7.44 / 7.44 eV



(3)
Here is one molecule with the formula C3H9N5O from the OMol25 dataset. Energies are from ωB97M-V/def2-TZVPD.

Positions of all 18 atoms, in Å:
N: -0.341 0.892 -1.149
C: 0.794 -0.899 1.096
C: -1.207 -0.312 0.212
C: 0.003 -0.549 -0.415
N: 0.517 0.984 -2.277
N: 0.687 -0.158 2.240
N: -1.708 0.669 0.998
N: 0.192 -1.552 -1.348
O: 1.685 -1.719 0.997
H: -0.215 1.700 -0.544
H: 1.460 1.245 -1.986
H: 0.173 1.698 -2.912
H: -0.232 -0.002 2.627
H: 1.350 -0.368 2.975
H: -1.271 1.569 1.187
H: -2.605 0.498 1.426
H: 0.038 -2.470 -0.953
H: 0.679 -1.225 -2.176

## Properties
HOMO = -7.048 eV
multiplicity = 1
frontier orbital gap = 7.81 eV



(4)
Here is an isolated ion of composition C4H7N2O and charge +1 from the OMol25 dataset. Energies are from ωB97M-V/def2-TZVPD.

Positions of all 14 atoms, in Å:
O: -1.238 -0.007 1.206
C: -0.685 -0.203 -0.070
C: -0.034 1.154 -0.449
C: 1.100 1.147 0.513
N: 1.888 0.118 0.599
C: 1.542 -1.017 0.186
N: 0.249 -1.330 -0.046
H: -1.891 -0.642 1.308
H: -1.485 -0.423 -0.795
H: -0.746 1.939 -0.257
H: 0.501 1.321 -1.422
H: 1.302 1.943 1.308
H: 2.484 -1.469 -0.168
H: -0.090 -2.302 0.071

## Properties
charge = +1
HOMO = -15.690 eV
multiplicity = 1
SMILES = O[C@H]1CC=NC=[NH+]1
frontier orbital gap = 9.86 eV



(5)
Here is C10H16N2PTb as an isolated structure from the OMol25 dataset. Energies are from ωB97M-V/def2-TZVPD.

Positions of all 30 atoms, in Å:
C: -0.247 -0.818 -1.863
C: -0.615 0.110 -2.799
C: -0.505 1.549 -2.799
C: 0.247 2.305 -1.818
C: 0.888 1.908 -0.672
Tb: -0.665 0.472 -0.089
P: 0.230 -2.376 0.696
H: -0.340 -1.897 -2.094
H: -0.979 -0.294 -3.762
H: -0.650 2.026 -3.776
H: 1.489 2.608 -0.051
H: 0.374 3.368 -2.135
H: 1.500 -2.638 1.309
H: 0.265 -3.452 -0.251
H: -0.575 -3.054 1.681
C: 2.285 2.216 4.840
C: 1.308 1.444 4.045
C: 0.238 0.655 4.467
C: -0.404 0.193 3.315
N: 0.241 0.673 2.210
N: 1.290 1.416 2.698
C: -1.581 -0.683 3.238
H: 1.762 2.946 5.487
H: 2.860 1.551 5.514
H: 3.000 2.768 4.206
H: -0.042 0.453 5.488
H: 1.942 1.869 2.078
H: -1.378 -1.653 3.719
H: -2.428 -0.220 3.770
H: -1.916 -0.888 2.205

## Properties
HOMO (spin up / spin down) = -5.594 / -5.626 eV
multiplicity = 7
frontier orbital gap (spin up / spin down) = 5.43 / 5.72 eV
<S²> = 12.784



(6)
Here is a 3-piece molecular cluster, C17H24N2O5 overall from the OMol25 dataset. Energies are from ωB97M-V/def2-TZVPD.

Positions of all 48 atoms, in Å:
C: 0.811 -1.063 1.455
C: 0.377 0.446 1.232
O: 0.700 1.048 0.247
O: -0.367 1.146 2.182
C: -1.721 0.679 2.235
C: -2.675 1.331 1.192
C: -4.181 0.907 1.372
C: -4.396 -0.588 1.551
C: -4.062 -1.438 2.536
C: -4.475 -2.880 2.249
O: -4.488 -3.845 2.936
O: -4.819 -2.825 0.888
C: -5.132 -1.517 0.547
O: -5.860 -1.173 -0.330
H: -0.170 -1.630 1.404
H: 1.412 -1.459 0.635
H: 1.307 -1.277 2.412
H: -2.166 0.775 3.251
H: -1.706 -0.412 2.022
H: -2.384 0.994 0.173
H: -2.578 2.431 1.295
H: -4.671 1.173 0.408
H: -4.704 1.522 2.134
H: -3.512 -1.072 3.418
C: 0.896 0.986 -4.040
C: -0.533 0.715 -4.499
C: -1.518 1.798 -4.045
C: -1.544 1.873 -2.572
N: -1.564 1.922 -1.423
H: 0.974 0.992 -2.950
H: 1.566 0.208 -4.409
H: 1.253 1.947 -4.416
H: -0.852 -0.257 -4.116
H: -0.553 0.652 -5.589
H: -2.522 1.570 -4.406
H: -1.228 2.771 -4.445
C: 5.981 -1.592 1.536
C: 5.947 -0.768 0.254
C: 5.130 0.522 0.396
C: 3.728 0.208 0.736
N: 2.633 -0.045 0.997
H: 4.983 -1.928 1.824
H: 6.595 -2.483 1.399
H: 6.401 -1.015 2.363
H: 5.533 -1.379 -0.552
H: 6.969 -0.510 -0.031
H: 5.148 1.082 -0.540
H: 5.550 1.156 1.178

## Properties
HOMO = -9.515 eV
multiplicity = 1
SMILES = CC(=O)OCCCC1=CC(=O)OC1=O.CCCC#N.CCCC#N
frontier orbital gap = 9.12 eV



We obtain energy relative to the best compared isomer or geometry (same formula, charge and spin) values of 283.1 93.7 548.5 223.8 0.0 534.4 kJ/mol for the records listed above, in that order.
We obtain calculated total energy values of -49398.6240 -36892.1602 -12749.0039 -9280.4707 -45327.6759 -31232.6875 eV for the records listed above, in that order.